[1]
Density functional theory data (wB97M-V/def2-TZVPD) for C22H20F2IrN2S as an isolated structure.

Each line ends with the Mulliken spin population.
CARTESIAN COORDINATES (ANGSTROEM)
Ir1 0.08222 -1.04952 0.92068  2.261
F1 -2.94189 -5.16451 -0.79587  -0.001
C1 -1.75902 -4.54482 -0.83133  -0.027
C2 -1.57325 -3.39898 -0.07879  0.069
C3 -0.33668 -2.76666 -0.12971  0.178
C4 0.70769 -3.27138 -0.92666  -0.051
C5 0.45345 -4.42738 -1.65083  -0.013
F2 1.40863 -4.96875 -2.42787  0.000
C6 -0.76279 -5.08030 -1.62280  0.076
C7 1.97933 -2.52031 -0.93419  0.064
C8 3.11704 -2.83602 -1.67237  0.012
C9 4.22924 -2.01842 -1.59178  0.010
C10 4.20552 -0.88827 -0.78648  0.010
C11 3.05143 -0.62959 -0.08230  0.023
N1 1.98096 -1.42503 -0.14883  0.082
H1 -2.38909 -3.02329 0.52338  0.010
H2 -0.92002 -5.97760 -2.20370  0.003
H3 3.12930 -3.70820 -2.30320  0.002
H4 5.11379 -2.26267 -2.16494  0.000
H5 5.05318 -0.22297 -0.71024  -0.001
H6 2.95601 0.24533 0.54808  0.003
S1 0.46742 -1.45556 3.16333  0.267
C12 0.28442 0.27428 3.12208  0.057
N2 1.40576 1.05812 3.18240  0.140
C13 1.38023 2.41162 3.22445  0.018
C14 0.19125 3.06885 3.28752  0.086
C15 -0.99539 2.30737 3.33566  0.034
C16 -0.95376 0.94499 3.26522  0.055
H7 2.29618 0.57903 3.18088  -0.011
H8 2.34015 2.90636 3.22473  0.003
H9 0.17484 4.14686 3.33086  0.005
H10 -1.94966 2.80725 3.43633  0.003
H11 -1.85237 0.34620 3.28539  -0.001
C17 -1.38131 2.57985 -2.68716  0.028
C18 -1.87893 2.55598 -1.23466  0.038
C19 -3.40180 2.34522 -1.20357  0.024
C20 -1.51640 3.87036 -0.52912  0.016
C21 -1.24372 1.43674 -0.52710  0.251
C22 -0.72931 0.47262 0.03594  0.288
H12 -1.86193 3.40238 -3.21882  0.002
H13 -1.62443 1.64828 -3.19737  -0.004
H14 -0.30176 2.72585 -2.72925  -0.004
H15 -3.88702 3.16862 -1.72966  0.004
H16 -3.77469 2.32255 -0.17916  -0.003
H17 -3.67760 1.41144 -1.69272  -0.004
H18 -1.98872 4.70412 -1.05038  0.002
H19 -0.43773 4.03152 -0.52977  -0.003
H20 -1.86875 3.86843 0.50370  0.001

Output
- total charge = +1
- E_tot (hartree) = -1661.73313
- HOMO-LUMO gap (alpha / beta) (eV) = 6.7 / 6.3
- multiplicity = 5
- highest occupied orbital energy (alpha / beta) (eV) = -9.90 / -11.55

=====

[2]
Density functional theory data (wB97M-V/def2-TZVPD) for a 2-piece molecular cluster, C22H20F3N3O4 overall.

Each line ends with the Löwdin charge.
CARTESIAN COORDINATES (ANGSTROEM)
O1 0.24009 2.38945 -3.17417  0.111
C1 -0.52947 2.46871 -2.27343  -0.566
N1 -0.39839 3.59253 -1.53699  -0.005
C2 -1.26307 3.98325 -0.45493  -0.203
H1 -1.44578 5.04404 -0.57967  0.140
C3 -0.58907 3.59357 0.78952  -0.056
H2 -0.83515 4.34373 1.69756  0.159
H3 -0.81328 2.47416 0.95585  0.133
C4 1.06761 3.40340 0.45149  -0.380
C5 1.40916 4.55369 -0.33851  -0.152
H4 2.72912 4.60791 -0.40117  0.193
C6 0.90760 4.57907 -1.78959  0.049
H5 0.37364 5.49669 -2.18909  0.151
H6 1.46313 4.07791 -2.37895  0.026
H7 1.23976 5.45052 0.09431  0.074
H8 1.49413 3.53750 1.55156  0.187
O2 1.01258 2.16514 -0.11887  -0.017
C7 2.36298 1.72487 -0.27136  -0.096
C8 3.70446 1.99065 0.30088  -0.247
N2 4.79861 1.62755 0.15584  0.126
C9 4.88749 0.47445 -0.81347  -0.101
C10 3.80122 0.10102 -1.22084  -0.218
C11 2.59355 0.54453 -1.02886  -0.037
H9 1.60663 0.28671 -1.43958  0.125
H10 4.05963 -1.07340 -2.09194  0.218
H11 5.83773 -0.02220 -0.81356  0.104
H12 3.47224 2.98966 0.83658  0.114
H13 -2.06830 3.53724 -0.47554  0.007
C12 -1.51178 1.67179 -1.93824  -0.105
N3 -2.44044 1.56298 -0.97738  0.163
O3 -2.83735 0.29524 -0.99822  0.006
C13 -2.36354 -0.48101 -2.06828  -0.252
C14 -1.41261 0.24956 -2.55798  0.074
H14 -0.89911 -0.00798 -3.48991  0.142
C15 -2.89475 -1.83329 -2.08801  0.085
O4 -2.66621 -2.56874 -0.67518  0.069
C16 -1.59999 -2.78886 -0.25690  -0.430
C17 -0.46035 -2.23125 -0.41172  -0.083
C18 0.77034 -2.52808 0.17996  -0.066
C19 0.74055 -2.91098 1.51752  0.122
C20 -0.77860 -3.36073 2.05867  -0.132
C21 -1.74390 -2.95694 1.31889  0.116
H15 -2.77212 -3.33680 1.49807  0.149
C22 -0.88415 -3.83810 3.27093  -0.456
F1 0.33802 -4.70183 3.57186  -0.013
F2 -2.00279 -4.69642 3.58197  0.065
F3 -0.84651 -2.95621 4.26952  0.164
H16 1.31776 -3.27539 2.08229  -0.029
H17 1.81179 -2.37487 -0.27117  0.130
H18 -0.19385 -1.84878 -1.62242  0.176
H19 -3.83831 -1.95410 -2.36773  0.083
H20 -2.17979 -2.43872 -2.80916  0.183

Output
- relative energy (zero: lowest compared OMol25 entry of this formula, charge and spin) (eV) = 19.621
- E_tot (hartree) = -1614.42930
- HOMO-LUMO gap (eV) = 8.4
- highest occupied orbital energy (eV) = -8.79

=====

[3]
Density functional theory data (wB97M-V/def2-TZVPD) for a single C22H20FN3O3S molecule.

Each line ends with the Löwdin charge.
CARTESIAN COORDINATES (ANGSTROEM)
O1 -0.45743 -3.16043 0.23206  0.053
C1 -0.52732 -2.04789 -0.26743  -0.452
N1 0.55108 -1.47305 -0.87393  -0.053
C2 0.71704 -0.06356 -1.14430  -0.116
C3 1.64517 0.55254 -0.08778  -0.165
N2 2.90490 -0.15535 -0.02996  -0.235
S1 4.05096 0.27758 -1.16898  0.690
O2 4.37663 -0.82602 -2.02773  -0.279
O3 3.67618 1.51998 -1.77123  -0.261
C4 5.47044 0.55430 -0.10364  -0.192
C5 6.65307 -0.12980 -0.31144  -0.047
C6 7.74270 0.10403 0.51181  -0.071
C7 7.64562 1.02618 1.54217  -0.067
C8 6.46417 1.71600 1.76032  0.004
C9 5.38492 1.46906 0.92933  -0.257
F1 4.23191 2.12407 1.13938  0.083
H1 6.36910 2.43629 2.55731  0.121
H2 8.49411 1.21178 2.18274  0.109
H3 8.66562 -0.43001 0.34871  0.107
H4 6.69221 -0.83721 -1.12467  0.114
C10 2.75660 -1.58146 0.17290  -0.156
C11 1.81124 -2.18838 -0.86864  -0.115
H5 1.60399 -3.23364 -0.63425  0.126
H6 2.27324 -2.10579 -1.85675  0.122
H7 3.74521 -2.03311 0.09471  0.122
H8 2.35969 -1.74230 1.18010  0.137
H9 1.18102 0.50121 0.90215  0.138
H10 1.86957 1.58943 -0.33403  0.114
H11 1.18601 0.05302 -2.12837  0.134
H12 -0.24006 0.45363 -1.13516  0.117
C12 -1.79608 -1.29245 -0.30548  0.012
C13 -2.76196 -1.53262 0.58617  -0.005
C14 -4.04745 -0.85412 0.57679  -0.270
N3 -4.22614 0.11860 -0.29076  0.165
C15 -5.40436 0.76008 -0.32779  -0.219
C16 -5.57965 1.80104 -1.26590  -0.013
C17 -6.76599 2.47543 -1.33249  -0.079
C18 -7.82664 2.14703 -0.47176  -0.083
C19 -7.68820 1.14482 0.44832  -0.039
C20 -6.48025 0.42878 0.54404  -0.157
C21 -6.26433 -0.61566 1.46843  -0.006
C22 -5.05737 -1.25273 1.48925  -0.006
H13 -4.85821 -2.05684 2.18139  0.111
H14 -7.05885 -0.89479 2.14739  0.117
H15 -8.50040 0.88699 1.11372  0.112
H16 -8.75476 2.69480 -0.54361  0.102
H17 -6.89915 3.27076 -2.05124  0.103
H18 -4.75434 2.03846 -1.91870  0.110
H19 -2.59725 -2.26846 1.36187  0.118
H20 -1.97619 -0.58023 -1.09507  0.103

Output
- relative energy (zero: lowest compared OMol25 entry of this formula, charge and spin) (eV) = 0.000
- SMILES = O=C(/C=C/c1ccc2ccccc2n1)N1CCN(S(=O)(=O)c2ccccc2F)CC1
- E_tot (hartree) = -1738.38770
- HOMO-LUMO gap (eV) = 8.2
- highest occupied orbital energy (eV) = -8.61